Entry 1:
This record from the OMol25 dataset describes 9 unconnected molecules or ions with the total composition C26H73N6O14. The level of theory is wB97M-V/def2-TZVPD.

Summary:
**HOMO-LUMO gap**: 7.3 eV
**Net charge**: -1
**Highest occupied orbital energy**: -0.1891 Eh
**Energy**: -65743.17599 eV

```
119
Properties=species:S:1:pos:R:3:mulliken_charge:R:1
N -0.882 -0.589 0.201 0.97
O -1.839 -0.935 -0.472 -0.64
O -1.041 0.392 0.922 -0.67
O 0.209 -1.191 0.124 -0.66
C -4.372 -4.081 -3.600 -0.43
C -3.060 -3.902 -4.314 -0.32
O -2.270 -5.081 -4.279 -0.53
O -4.253 -3.919 -2.186 -0.47
H -4.775 -5.045 -3.910 0.28
H -5.127 -3.393 -3.981 0.30
H -2.420 -3.118 -3.910 0.30
H -3.232 -3.701 -5.371 0.29
H -1.936 -5.134 -3.381 0.29
H -3.861 -3.070 -1.967 0.30
C -6.038 4.758 1.521 -0.41
C -4.764 3.991 1.770 -0.22
O -4.974 2.642 1.507 -0.51
O -6.270 5.162 0.146 -0.51
H -6.041 5.647 2.151 0.24
H -6.906 4.191 1.858 0.30
H -4.355 4.149 2.768 0.36
H -4.010 4.390 1.090 0.18
H -4.099 2.249 1.558 0.29
H -5.537 5.539 -0.348 0.27
C -1.002 -6.303 1.235 -0.37
C 0.182 -6.242 0.265 -0.35
O -0.034 -5.251 -0.769 -0.51
O -2.186 -6.744 0.528 -0.53
H -1.294 -5.295 1.530 0.29
H -0.788 -6.955 2.081 0.32
H 0.367 -7.164 -0.286 0.24
H 1.086 -5.899 0.768 0.30
H -0.067 -4.371 -0.387 0.29
H -2.348 -6.064 -0.130 0.32
C 10.055 -5.277 -3.542 -1.55
C 8.628 -4.918 -3.271 0.42
C 8.304 -4.389 -1.827 -0.66
O 6.952 -4.071 -1.906 -0.31
C 6.499 -3.692 -0.627 -0.78
N 8.184 -4.028 -4.307 -0.74
H 10.738 -4.521 -3.154 0.35
H 10.235 -5.416 -4.609 0.39
H 10.249 -6.218 -3.027 0.38
H 8.042 -5.822 -3.441 0.29
H 8.894 -3.489 -1.658 0.33
H 8.540 -5.153 -1.086 0.39
H 6.695 -4.448 0.134 0.29
H 5.420 -3.540 -0.642 0.27
H 6.977 -2.763 -0.318 0.32
H 8.787 -3.220 -4.232 0.26
H 7.272 -3.740 -3.984 0.34
C 4.113 -0.113 4.008 -1.43
C 3.910 1.343 3.657 0.53
C 4.792 2.242 4.544 -0.72
O 4.455 2.081 5.943 -0.30
C 5.278 2.874 6.805 -0.74
N 4.259 1.534 2.243 -0.82
H 5.159 -0.417 4.038 0.33
H 3.684 -0.801 3.279 0.39
H 3.771 -0.370 5.010 0.34
H 2.855 1.597 3.763 0.31
H 4.584 3.255 4.199 0.31
H 5.847 2.079 4.326 0.35
H 5.047 2.741 7.862 0.26
H 5.226 3.925 6.521 0.29
H 6.325 2.574 6.764 0.31
H 3.649 2.302 2.003 0.28
H 3.721 0.846 1.737 0.30
C -5.954 -5.119 4.226 -1.38
C -5.634 -3.883 5.121 0.60
C -4.436 -2.932 4.770 -0.64
O -3.227 -3.545 5.026 -0.30
C -2.233 -2.578 5.171 -0.77
N -6.895 -3.116 5.398 -0.68
H -5.043 -5.710 4.140 0.35
H -6.063 -4.776 3.197 0.35
H -6.780 -5.702 4.632 0.34
H -5.480 -4.429 6.052 0.12
H -4.544 -1.966 5.264 0.31
H -4.437 -2.638 3.720 0.33
H -2.509 -1.751 5.826 0.35
H -1.939 -2.214 4.187 0.32
H -1.393 -3.100 5.630 0.24
H -7.450 -2.928 4.576 0.23
H -6.706 -2.247 5.876 0.23
C 1.593 7.357 -0.966 -1.42
C 0.895 6.008 -1.192 0.68
C 1.474 5.160 -2.311 -0.74
O 0.936 5.537 -3.493 -0.27
C 1.395 4.847 -4.595 -0.86
N 0.947 5.274 0.063 -0.66
H 1.023 7.938 -0.240 0.39
H 1.564 7.955 -1.877 0.33
H 2.656 7.312 -0.729 0.35
H -0.172 6.034 -1.414 0.14
H 1.181 4.112 -2.261 0.40
H 2.536 5.361 -2.169 0.22
H 1.083 5.367 -5.500 0.29
H 0.979 3.841 -4.643 0.31
H 2.455 4.620 -4.707 0.35
H 0.363 4.453 -0.012 0.26
H 0.585 5.845 0.813 0.23
C -3.011 2.061 -4.907 -1.49
C -3.256 3.022 -3.726 0.60
C -3.576 4.526 -4.146 -0.96
O -3.679 5.489 -3.035 -0.18
C -3.728 6.791 -3.438 -0.87
N -4.411 2.541 -2.931 -0.78
H -2.609 1.149 -4.464 0.37
H -2.317 2.519 -5.613 0.37
H -3.933 1.878 -5.459 0.36
H -2.419 3.058 -3.028 0.36
H -4.459 4.582 -4.782 0.37
H -2.817 4.743 -4.898 0.39
H -2.813 7.000 -3.991 0.33
H -3.712 7.535 -2.641 0.26
H -4.688 7.067 -3.874 0.35
H -4.041 1.775 -2.386 0.30
H -4.508 3.230 -2.198 0.23
```

***

Entry 2:
This record from the OMol25 dataset describes 9 unconnected molecules or ions with the total composition C26H74BF4N6O12. The level of theory is wB97M-V/def2-TZVPD.

Summary:
**HOMO-LUMO gap**: 4.9 eV
**Net charge**: +3
**Highest occupied orbital energy**: -0.4707 Eh
**Energy**: -73197.51185 eV

```
123
Properties=species:S:1:pos:R:3:mulliken_charge:R:1
C 0.556 4.712 1.204 -1.86
C 1.897 4.759 1.935 0.69
C 2.155 6.025 2.682 -0.84
O 3.446 5.998 3.311 -0.36
C 4.451 6.405 2.364 -0.77
N 1.986 3.481 2.787 0.04
H 1.572 3.509 3.708 0.42
H 1.482 2.773 2.272 -0.14
H 2.918 3.122 2.933 0.45
H 0.532 3.991 0.387 0.43
H 0.343 5.688 0.768 0.55
H -0.273 4.769 1.909 0.39
H 2.716 4.688 1.219 0.13
H 1.372 6.108 3.436 0.42
H 2.033 6.904 2.048 0.44
H 4.705 5.674 1.597 0.33
H 5.391 6.578 2.888 0.29
H 4.243 7.291 1.764 0.34
C 4.420 -0.897 1.982 -1.55
C 3.075 -1.697 1.912 1.51
C 3.297 -3.206 2.177 -0.86
O 3.788 -3.410 3.493 -0.38
C 3.927 -4.861 3.637 -0.77
N 2.118 -1.084 2.985 0.11
H 2.659 -0.935 3.825 0.46
H 1.884 -0.169 2.626 -0.12
H 1.264 -1.595 3.154 0.38
H 4.892 -0.793 2.959 0.40
H 4.306 0.079 1.509 0.48
H 5.131 -1.403 1.329 0.38
H 2.593 -1.551 0.946 -0.86
H 3.972 -3.390 1.341 0.45
H 2.336 -3.687 1.997 0.45
H 4.860 -5.151 3.155 0.33
H 3.026 -5.435 3.420 0.31
H 4.124 -5.002 4.699 0.31
C -1.149 3.661 -4.267 -1.53
C -1.656 3.359 -2.884 0.32
C -3.065 2.706 -2.763 -0.32
O -3.545 2.939 -1.487 -0.33
C -4.831 2.427 -1.228 -0.68
N -0.643 2.441 -2.128 0.73
H 0.331 2.699 -2.061 0.43
H -0.888 2.290 -1.160 -0.14
H -0.664 1.519 -2.540 -0.23
H -1.935 4.241 -4.750 0.46
H -1.098 2.734 -4.839 0.29
H -0.256 4.251 -4.471 0.39
H -1.647 4.286 -2.311 0.33
H -3.009 1.623 -2.873 0.11
H -3.731 3.078 -3.541 0.55
H -5.522 3.043 -1.803 0.40
H -5.144 2.534 -0.189 0.09
H -4.756 1.343 -1.305 0.30
C -4.485 0.807 2.033 -1.44
C -3.509 1.887 2.698 0.66
C -4.094 2.592 3.952 -1.08
O -3.067 3.301 4.679 -0.38
C -3.539 4.034 5.812 -0.76
N -2.192 1.235 2.983 0.24
H -1.660 1.807 3.623 0.48
H -2.382 0.326 3.380 0.41
H -1.628 1.135 2.151 -0.18
H -5.505 1.160 1.880 0.48
H -4.688 -0.090 2.618 0.45
H -4.106 0.514 1.054 0.21
H -3.370 2.703 1.988 0.10
H -4.616 1.924 4.637 0.46
H -4.879 3.286 3.649 0.49
H -4.626 4.106 5.840 0.36
H -3.063 5.010 5.909 0.25
H -3.182 3.493 6.688 0.29
C -2.741 -2.454 0.062 -0.97
C -3.497 -3.651 -0.574 0.10
C -2.938 -3.910 -1.996 0.03
O -3.335 -5.207 -2.442 -0.41
C -2.338 -6.133 -2.920 -0.69
N -3.132 -4.868 0.397 -0.34
H -2.135 -4.812 0.547 0.27
H -3.556 -4.777 1.309 0.38
H -3.491 -5.771 0.119 0.34
H -1.665 -2.583 0.181 0.30
H -3.149 -2.246 1.051 0.45
H -2.881 -1.538 -0.511 0.15
H -4.575 -3.638 -0.416 0.43
H -1.858 -3.798 -2.088 -0.31
H -3.314 -3.216 -2.748 0.42
H -2.927 -7.037 -3.070 0.31
H -1.693 -6.502 -2.123 0.25
H -1.846 -5.928 -3.871 0.32
C 2.410 -2.877 -1.626 -1.40
C 1.930 -3.713 -2.802 0.66
C 2.956 -3.500 -3.962 -0.89
O 2.653 -4.221 -5.178 -0.46
C 1.747 -3.553 -6.034 -0.49
N 2.045 -5.199 -2.349 -0.07
H 2.924 -5.403 -1.894 0.37
H 1.236 -5.420 -1.787 0.29
H 2.047 -5.876 -3.099 0.39
H 1.863 -3.122 -0.715 0.27
H 2.306 -1.805 -1.796 0.18
H 3.492 -2.933 -1.507 0.66
H 0.865 -3.636 -3.019 -0.27
H 3.974 -3.774 -3.682 0.43
H 2.923 -2.442 -4.221 0.45
H 2.026 -2.504 -6.141 0.30
H 0.759 -3.724 -5.608 0.17
H 1.816 -4.111 -6.968 0.28
B -0.384 -1.041 -3.695 -0.22
F -0.919 -2.027 -4.492 -0.34
F -0.208 -1.365 -2.385 -0.66
F 0.879 -0.798 -4.214 -0.37
F -1.232 0.040 -3.736 -0.26
O 3.549 1.617 -0.477 -0.48
C 3.396 2.503 -1.488 0.51
O 2.324 2.409 -2.106 -0.79
O 4.331 3.224 -1.747 -0.72
H 2.682 1.243 -0.653 0.12
O 0.933 -0.382 -0.258 1.58
C 0.258 0.471 0.524 0.03
O -0.872 0.833 0.239 -0.78
O 0.747 1.009 1.515 -0.44
H 0.224 -0.544 -0.884 -0.28
```

***

Q: Which of these has the lowest highest occupied orbital energy?
A: C26H74BF4N6O12

***

Q: What is the HOMO-LUMO gap in the second record?
A: 4.9 eV

***

Q: What is the highest occupied orbital energy in the second record?
A: -0.4707 Eh